Record 1
67
Properties=species:S:1:pos:R:3:lowdin_charge:R:1 method="wB97M-V/def2-TZVPD" e_tot_ev=-66411.088 gap_ev=7.1 de_lowest_kcal_mol=476.99
C 4.25 5.68 0.06 -0.080
C 3.23 4.66 0.08 -0.196
H 2.56 4.82 -0.81 0.135
H 2.54 4.78 0.96 0.138
O 3.68 3.18 -0.04 -0.076
C 2.77 2.25 0.37 -0.465
O 1.53 2.35 0.64 0.023
C 3.47 1.08 0.22 -0.398
C 2.82 -0.14 0.44 -0.214
C 3.81 -1.29 0.48 0.041
C 5.01 -0.65 0.28 -0.546
C 6.15 -1.58 0.06 -0.087
C 7.54 -1.28 -0.08 -0.160
C 8.67 -1.80 -0.03 -0.093
C 8.53 -3.28 -0.16 0.054
C 7.22 -3.89 0.21 -0.138
C 6.19 -3.24 0.24 -0.020
H 5.15 -3.60 0.36 0.110
H 7.30 -4.82 0.04 0.050
H 9.39 -3.84 0.01 0.067
H 9.57 -1.43 -0.25 0.073
H 7.49 0.07 0.17 0.145
S 5.18 1.00 0.16 1.182
H 3.39 -2.21 0.80 0.086
N 1.51 -0.07 0.51 0.138
C 0.83 -1.35 0.83 -0.134
O 1.19 -2.69 0.73 -0.044
C -0.66 -0.90 1.03 -0.136
C -1.19 -0.06 2.00 -0.087
C -2.42 0.21 2.10 -0.111
C -3.37 -0.40 1.29 -0.201
C -3.02 -1.58 0.39 0.035
C -1.61 -1.80 0.42 -0.001
H -1.33 -2.78 -0.25 0.173
H -3.77 -2.18 -0.02 0.052
S -5.07 0.10 1.50 0.828
O -5.84 -1.27 1.65 -0.424
O -5.25 1.08 2.57 -0.271
N -5.53 0.32 -0.09 -0.244
C -5.12 1.65 -0.51 -0.141
H -5.68 1.92 -1.08 -0.010
C -3.83 1.44 -1.15 -0.286
O -2.72 1.72 -0.53 -0.206
C -1.42 1.55 -1.17 -0.063
H -0.74 2.14 -0.56 0.071
H -0.96 0.60 -1.47 0.100
H -1.27 2.20 -2.06 0.091
H -3.43 0.18 -1.67 0.205
H -3.67 2.10 -2.39 0.182
H -4.93 2.23 0.30 0.114
C -6.61 -0.31 -0.79 -0.181
C -6.21 -1.22 -1.97 -0.208
O -5.21 -2.27 -1.68 -0.273
C -5.94 -3.42 -0.69 -0.003
H -5.20 -4.25 -0.67 0.055
H -6.13 -2.90 0.45 0.109
H -6.98 -3.71 -1.31 0.121
H -7.24 -1.63 -2.34 0.139
H -5.64 -0.58 -2.63 0.099
H -6.98 -0.98 0.32 0.190
H -7.29 0.32 -1.19 0.073
H -2.76 1.04 2.75 0.143
H -0.34 0.57 2.37 0.148
H 0.91 0.64 0.87 0.082
H 3.80 6.57 -0.02 0.047
H 4.82 5.43 -0.89 0.121
H 4.87 5.50 0.89 0.074



Record 2
61
Properties=species:S:1:pos:R:3:lowdin_charge:R:1 method="wB97M-V/def2-TZVPD" e_tot_ev=-35456.631 gap_ev=8.6 de_lowest_kcal_mol=57.46 smiles="Cc1nccn1[C@H](/C=C/N1[C@H](Cc2ccccc2)C(=O)N(C)C1(C)C)c1ccccc1"
C 2.16 4.21 -0.68 -0.016
N 1.90 2.79 -0.58 -0.037
C 2.87 1.88 -0.91 -0.368
O 4.02 2.17 -1.24 0.080
C 2.26 0.49 -0.78 -0.186
C 2.99 -0.40 0.23 -0.088
C 4.45 -0.60 -0.09 -0.236
C 5.41 -0.36 0.89 -0.042
C 6.77 -0.48 0.59 -0.081
C 7.17 -0.87 -0.69 -0.091
C 6.21 -1.15 -1.67 -0.076
C 4.85 -1.01 -1.37 -0.042
N 0.88 0.79 -0.38 -0.013
C -0.03 -0.24 -0.33 -0.068
C -1.34 -0.10 0.00 -0.084
C -2.34 -1.23 -0.06 -0.225
C -3.80 -0.77 -0.30 -0.151
C -4.73 -1.51 -1.05 -0.072
C -6.11 -1.26 -0.90 -0.080
C -6.53 -0.09 -0.24 -0.087
C -5.57 0.79 0.28 -0.075
C -4.22 0.41 0.32 -0.033
C 0.56 2.23 -0.38 -0.462
C -0.01 2.75 0.95 0.001
C -0.37 2.63 -1.54 0.002
H 3.24 4.36 -0.76 0.096
H 1.66 4.63 -1.57 0.096
H 1.78 4.72 0.21 0.088
H 2.28 0.01 -1.77 0.156
H 2.90 0.05 1.23 0.129
H 2.46 -1.37 0.26 0.121
H 5.08 -0.04 1.88 0.111
H 7.51 -0.25 1.36 0.102
H 8.24 -0.97 -0.93 0.100
H 6.51 -1.46 -2.67 0.103
H 4.09 -1.20 -2.13 0.112
H 0.41 -1.22 -0.52 0.141
H -1.68 0.82 0.46 0.062
H -2.03 -1.89 -0.89 0.151
H -4.41 -2.35 -1.66 0.113
H -6.84 -1.97 -1.29 0.111
H -7.59 0.16 -0.19 0.101
H -5.86 1.76 0.69 0.105
H -3.51 1.04 0.86 0.105
H 0.71 2.60 1.76 0.100
H -0.22 3.83 0.85 0.083
H -0.95 2.26 1.22 0.063
H 0.14 2.48 -2.50 0.099
H -1.29 2.03 -1.51 0.075
H -0.64 3.69 -1.44 0.085
C -3.86 -3.86 0.57 -0.022
C -2.93 -3.17 1.46 -0.349
N -2.64 -3.59 2.68 0.081
C -1.76 -2.69 3.21 -0.143
C -1.50 -1.71 2.27 -0.073
N -2.26 -2.00 1.16 0.001
H -4.74 -3.24 0.40 0.062
H -3.39 -4.12 -0.39 0.086
H -4.19 -4.77 1.09 0.090
H -1.35 -2.79 4.21 0.089
H -0.82 -0.87 2.30 0.102



Record 3
63
Properties=species:S:1:pos:R:3:lowdin_charge:R:1 method="wB97M-V/def2-TZVPD" e_tot_ev=-49047.613 gap_ev="5.2 / 5.5" total_charge=+2
Ru 0.28 0.06 0.34 0.706
N -1.50 1.28 -0.13 -0.009
C -2.80 1.19 0.53 -0.225
C -3.91 1.71 -0.12 -0.011
C -5.14 1.71 0.50 -0.031
C -5.27 1.19 1.78 -0.030
C -4.16 0.66 2.42 0.003
C -2.90 0.65 1.80 -0.124
C -1.79 -0.02 2.50 -0.155
C -1.73 -0.01 3.90 -0.002
C -0.93 -0.91 4.58 0.006
C -0.20 -1.89 3.89 -0.040
C -0.19 -1.86 2.52 -0.121
C -0.81 -0.79 1.85 -0.143
H -1.68 1.25 -1.14 0.075
H -1.14 2.22 0.03 0.098
H -3.80 2.14 -1.11 0.124
H -6.00 2.12 -0.02 0.124
H -6.23 1.17 2.27 0.125
H -4.28 0.21 3.39 0.125
H -2.36 0.68 4.45 0.133
H -0.93 -0.91 5.66 0.132
H 0.34 -2.65 4.44 0.126
H 0.32 -2.64 1.97 0.074
C 3.25 -2.27 2.17 -0.258
Sb 2.42 -1.47 0.39 1.373
C 1.96 -3.17 -0.79 -0.254
C 4.19 -0.65 -0.50 -0.281
C 4.33 -1.07 -1.93 -0.304
C 4.98 -2.27 -2.23 -0.052
C 5.11 -2.71 -3.54 -0.046
C 4.59 -1.95 -4.57 -0.047
C 3.96 -0.75 -4.29 -0.035
C 3.83 -0.29 -2.98 -0.291
C 3.20 1.05 -2.74 -0.277
Sb 1.19 0.98 -2.02 1.382
C 0.69 3.04 -2.18 -0.263
C 0.22 0.10 -3.68 -0.266
H 4.11 -2.86 1.86 0.029
H 2.56 -2.90 2.71 0.007
H 3.58 -1.45 2.80 0.030
H 2.90 -3.64 -1.09 0.018
H 1.41 -2.88 -1.68 0.013
H 1.37 -3.87 -0.20 0.021
H 5.01 -1.03 0.11 0.077
H 4.16 0.43 -0.36 0.055
H 5.41 -2.85 -1.43 0.124
H 5.63 -3.64 -3.75 0.119
H 4.69 -2.28 -5.60 0.118
H 3.59 -0.14 -5.11 0.121
H 3.08 1.59 -3.67 0.080
H 3.78 1.68 -2.06 0.079
H 0.86 3.34 -3.21 0.033
H 1.33 3.63 -1.52 0.021
H -0.35 3.24 -1.93 0.008
H 0.25 0.80 -4.51 0.031
H -0.82 -0.16 -3.46 0.013
H 0.76 -0.81 -3.95 0.016
N 1.16 1.44 1.27 -0.066
C 1.46 2.56 1.54 -0.286
N 1.72 3.72 1.88 0.140
C 2.89 4.34 1.78 -0.313
N 3.91 4.88 1.70 0.171